(1)
ORCA calculation (ωB97M-V/def2-TZVPD) on C3H7NO in the gas phase.

The geometry in XYZ format:
```
12
Properties=species:S:1:pos:R:3:forces:R:3
C 1.150 -0.782 -0.004 -0.86 -1.69 0.60
N -0.120 -0.060 -0.013 0.59 -0.02 -0.21
C -0.127 1.369 -0.016 0.03 1.82 0.77
C -1.300 -0.708 -0.005 0.41 -2.09 -0.26
O -2.403 -0.222 0.005 -0.30 0.64 0.08
H 1.159 -1.540 -0.814 0.26 0.65 0.17
H 2.001 -0.112 -0.055 -0.12 0.04 -0.14
H 1.215 -1.394 0.930 0.23 0.59 -0.48
H -0.876 1.743 -0.746 0.57 -0.13 0.43
H -0.424 1.775 1.004 0.28 -0.37 -1.12
H 0.899 1.780 -0.239 -1.15 -0.52 0.05
H -1.174 -1.848 -0.047 0.05 1.09 0.12
```
Forces are in eV/Å.

Values from the calculation:
- SMILES string = CN(C)C=O
- HOMO-LUMO gap (eV) = 10.15
- E (eV) = -6761.7915
- energy relative to the best compared isomer or geometry (same formula, charge and spin) (kJ/mol) = 92.51
- largest force on an atom (eV Å⁻¹) = 2.2
- 2S+1 = 1

***

(2)
ORCA calculation (ωB97M-V/def2-TZVPD) on a molecular structure, C18H27O2Pd.

The geometry in XYZ format:
```
48
Properties=species:S:1:pos:R:3:forces:R:3
Pd 0.288 -0.832 0.313 -1.74 1.07 1.68
C -0.852 -2.764 0.696 -0.76 0.47 -1.15
C -1.759 -1.833 0.049 0.13 -1.63 -0.68
C -1.303 -1.630 -1.296 -0.41 -0.76 0.97
H -2.643 -1.403 0.491 0.25 0.19 0.03
C -0.112 -2.386 -1.480 -0.31 -2.02 0.51
C 0.151 -3.118 -0.270 -1.35 -0.40 -1.56
H 0.938 -3.837 -0.098 0.05 0.22 -0.06
H -0.922 -3.116 1.716 -0.01 0.01 -0.10
H -1.807 -1.025 -2.036 0.20 0.11 0.17
H 0.471 -2.425 -2.391 0.01 0.03 0.13
C 2.116 -0.346 1.599 0.84 0.47 -1.04
C 2.274 -1.693 1.117 0.96 0.50 -0.68
C 2.489 -1.618 -0.303 1.80 0.48 0.62
H 2.242 -2.583 1.733 0.04 0.10 -0.15
C 2.423 -0.255 -0.697 0.88 -0.68 0.42
C 2.183 0.536 0.464 1.10 -0.57 1.19
H 2.097 1.618 0.509 -0.25 -0.41 -0.09
H 1.999 -0.050 2.632 -0.15 -0.04 -0.17
H 2.711 -2.450 -0.963 -0.25 0.17 0.15
H 2.571 0.123 -1.701 -0.19 -0.12 0.18
O -0.293 0.879 -0.401 -0.28 3.58 -3.37
C 0.068 2.082 -3.127 -1.56 -0.56 2.93
C -1.201 2.340 -2.314 -0.32 0.00 -0.55
C 0.182 0.725 -3.679 0.32 -1.13 -0.02
C 1.252 2.745 -2.539 0.62 0.30 0.54
C -1.339 1.666 -0.850 0.47 -0.22 1.11
H -2.092 2.080 -2.892 0.03 -0.60 -0.20
H -1.370 3.414 -2.234 0.40 0.32 0.46
H -1.358 2.515 -0.105 -0.62 -0.42 -0.69
H -2.319 1.109 -0.803 0.47 0.55 -0.09
H 0.361 0.844 -4.731 0.14 -0.46 -0.95
H -0.700 0.091 -3.523 -0.07 0.48 -0.22
H 0.996 0.093 -3.267 -0.08 0.62 -0.07
H 1.425 3.630 -3.128 0.63 0.70 -0.25
H 2.156 2.132 -2.499 -0.03 0.01 -0.42
H 1.131 3.088 -1.492 -0.40 -0.24 -0.47
C -0.356 1.129 3.760 -0.08 -0.20 0.70
C -0.784 -0.136 3.053 -0.19 0.08 -1.55
C -2.152 -0.636 3.433 -0.05 -0.15 1.06
O -0.930 0.183 1.729 0.17 0.27 -0.19
H -1.114 1.907 3.610 0.11 -0.15 0.04
H 0.597 1.495 3.371 -0.12 -0.10 0.02
H -0.267 0.888 4.817 0.16 0.41 0.48
H -0.012 -0.928 3.148 -0.25 0.05 0.56
H -2.893 0.146 3.227 0.17 -0.13 0.07
H -2.417 -1.529 2.861 0.10 0.08 0.09
H -2.127 -0.864 4.492 -0.57 -0.29 0.58
```
Forces are in eV/Å.

Values from the calculation:
- HOMO-LUMO gap (alpha / beta) (eV) = 6.92 / 6.02
- E (eV) = -26670.4284
- ⟨S²⟩ = 6.02
- total charge = -1
- largest force on an atom (eV Å⁻¹) = 4.9
- 2S+1 = 5

***

(3)
ORCA calculation (ωB97M-V/def2-TZVPD) on a gas-phase ion, C24H33N4O2 (charge +1).

The geometry in XYZ format:
```
63
Properties=species:S:1:pos:R:3:forces:R:3
C 4.528 1.334 4.444 -0.25 -0.27 -0.21
C 3.762 0.047 4.156 0.26 0.13 0.41
O 3.281 -0.013 2.822 -0.05 0.02 -0.29
C 2.195 0.697 2.455 -0.21 0.03 -0.14
C 1.878 0.642 1.093 0.12 -0.07 0.15
C 0.760 1.281 0.606 0.01 0.08 0.07
C -0.076 1.993 1.458 -0.05 0.32 -0.04
C -1.387 2.556 0.955 -0.12 -0.13 0.59
O -1.387 2.823 -0.436 -0.06 0.07 -0.16
C -2.503 1.513 1.210 0.17 0.63 -0.27
N -2.045 0.172 0.938 -0.08 -0.30 -0.39
C -1.795 -0.333 -0.288 -0.21 -0.02 -0.03
N -2.075 0.245 -1.444 -0.33 0.10 0.03
N -1.245 -1.562 -0.175 -0.15 0.44 0.01
C -0.967 -2.459 -1.278 0.29 -0.08 -0.45
C 0.142 -1.944 -2.206 -0.08 -0.19 0.09
N -0.360 -0.936 -3.137 0.23 -0.17 -0.17
C 0.665 0.023 -3.546 0.04 0.37 0.05
C 0.031 1.162 -4.338 0.21 -0.22 -0.19
C -0.683 0.614 -5.569 -0.19 0.09 0.21
C -1.684 -0.454 -5.141 0.26 -0.13 -0.14
C -0.982 -1.531 -4.320 -0.35 0.00 -0.15
C -1.071 -1.835 1.175 -0.07 0.27 0.79
C -0.512 -2.915 1.835 -0.06 0.08 -0.18
C -0.466 -2.858 3.217 0.00 0.00 0.05
C -0.967 -1.766 3.917 0.00 -0.04 0.03
C -1.530 -0.684 3.263 -0.05 0.03 -0.21
C -1.571 -0.731 1.882 0.30 -0.76 0.15
C 0.252 2.072 2.803 -0.03 0.06 -0.36
C 1.374 1.439 3.302 0.29 -0.17 0.20
H 3.885 2.205 4.346 -0.01 0.10 0.04
H 5.353 1.436 3.744 0.08 0.02 -0.03
H 4.925 1.301 5.453 0.05 0.03 0.12
H 2.940 -0.094 4.867 0.05 -0.05 -0.09
H 4.435 -0.810 4.233 -0.16 0.09 0.05
H 2.534 0.086 0.442 0.11 -0.08 -0.09
H 0.531 1.236 -0.449 -0.01 -0.02 -0.11
H -1.647 3.469 1.509 0.01 -0.15 -0.04
H -0.742 3.514 -0.623 0.01 0.02 -0.01
H -3.362 1.746 0.576 -0.04 -0.04 0.13
H -2.812 1.553 2.253 -0.02 -0.02 -0.08
H -2.266 1.238 -1.421 0.05 -0.04 0.02
H -1.546 -0.137 -2.272 0.04 0.05 0.14
H -1.890 -2.613 -1.844 0.04 -0.08 0.07
H -0.666 -3.413 -0.846 -0.10 0.06 -0.02
H 0.578 -2.797 -2.743 0.01 0.05 0.02
H 0.928 -1.500 -1.590 -0.01 -0.04 -0.03
H 1.149 0.419 -2.649 0.02 -0.07 -0.01
H 1.436 -0.467 -4.159 0.03 -0.03 0.05
H 0.809 1.867 -4.633 0.00 0.07 0.06
H -0.684 1.691 -3.704 0.00 0.08 0.07
H -1.192 1.419 -6.099 0.03 0.00 -0.08
H 0.049 0.175 -6.250 0.04 0.00 -0.08
H -2.144 -0.914 -6.015 -0.09 -0.01 0.02
H -2.475 0.002 -4.541 -0.10 -0.02 0.00
H -1.705 -2.284 -4.001 0.05 -0.04 -0.02
H -0.223 -2.031 -4.941 0.01 -0.05 0.06
H -0.118 -3.767 1.306 0.05 -0.11 -0.07
H -0.032 -3.681 3.763 0.04 -0.09 0.05
H -0.916 -1.761 4.994 0.00 0.01 0.11
H -1.912 0.157 3.816 -0.04 0.12 0.07
H -0.376 2.639 3.474 -0.08 0.08 0.13
H 1.593 1.526 4.353 0.08 -0.01 0.11
```
Forces are in eV/Å.

Values from the calculation:
- SMILES string = CCOc1ccc([C@@H](O)Cn2c(N)[n+](CCN3CCCCC3)c3ccccc32)cc1
- HOMO-LUMO gap (eV) = 9.21
- E (eV) = -35475.0783
- energy relative to the best compared isomer or geometry (same formula, charge and spin) (kJ/mol) = 0.00
- total charge = +1
- largest force on an atom (eV Å⁻¹) = 0.8
- 2S+1 = 1

***

(4)
ORCA calculation (ωB97M-V/def2-TZVPD) on C6H12 in the gas phase.

The geometry in XYZ format:
```
18
Properties=species:S:1:pos:R:3:forces:R:3
C 2.034 -0.269 0.631 -0.69 0.87 0.80
C 0.896 0.078 -0.332 -1.29 1.01 0.01
C -0.229 1.184 0.450 0.40 -0.54 -0.82
C -1.572 0.467 0.307 -0.04 -0.13 -0.15
C -1.367 -0.409 -0.928 -0.29 -0.18 -0.20
C -0.013 -1.071 -0.717 -0.12 0.08 -0.10
H 1.398 0.418 1.193 2.44 -0.43 2.59
H 3.042 0.127 0.447 -0.53 -0.11 -0.18
H 2.060 -1.267 1.089 -0.19 0.30 -0.49
H 1.278 0.644 -1.180 -0.22 -0.15 -0.21
H -0.213 2.135 -0.099 -0.04 -0.28 -0.12
H -0.074 1.490 1.520 0.51 -0.66 -0.85
H -1.764 -0.168 1.184 0.09 0.08 -0.17
H -2.441 1.130 0.206 0.26 -0.01 0.01
H -2.170 -1.125 -1.090 -0.11 -0.02 -0.05
H -1.296 0.244 -1.809 -0.13 -0.14 0.03
H -0.067 -1.797 0.112 -0.02 0.22 -0.17
H 0.353 -1.614 -1.595 -0.04 0.11 0.08
```
Forces are in eV/Å.

Values from the calculation:
- SMILES string = CC1CCCC1
- HOMO-LUMO gap (eV) = 10.69
- E (eV) = -6414.9371
- energy relative to the best compared isomer or geometry (same formula, charge and spin) (kJ/mol) = 193.32
- largest force on an atom (eV Å⁻¹) = 3.6
- 2S+1 = 1

***

Q: Look up the 2S+1 of the first one.
A: 1